# 1
Entry from the Open Molecules 2025 dataset: 11 unconnected molecules or ions with the total composition C22H66O11S4 in a non-equilibrium geometry (ωB97M-V with the def2-TZVPD basis set).

relative energy (zero: lowest compared OMol25 entry of this formula, charge and spin): 69.9 kcal/mol
lowest unoccupied orbital energy: -0.3 eV

```
103
Properties=species:S:1:pos:R:3:mulliken_charge:R:1
H 3.45113 1.87719 5.21168 0.20
C 1.07169 -2.95663 -3.92983 -0.34
O -0.55062 -4.68684 -4.19919 -0.59
H 1.32898 -1.56112 5.03590 0.34
H -1.75375 2.10390 -0.42799 -0.28
H 0.33009 1.61549 -0.49416 0.08
C -1.89030 -4.40185 0.44503 -1.13
O -1.97916 -3.82456 -1.93481 -0.55
S 2.70326 0.11762 3.85643 0.71
H 4.23725 -1.37240 -1.07369 0.35
H 4.22991 -4.05172 -1.26886 0.25
H 0.56720 -0.83626 -0.97049 -0.33
H 3.86938 -0.29454 -4.34983 0.34
C -2.28771 0.32310 -4.91774 0.03
H 4.67173 -5.11205 -0.25500 0.50
H 3.95203 5.00074 3.65035 0.43
H -2.51342 -5.32560 0.31248 0.32
H -3.43806 0.22809 -1.34931 -0.13
H 3.49026 5.33746 1.10055 0.35
H -0.72731 5.06427 2.65444 0.56
H -3.80523 -0.76701 -3.62036 0.17
H 4.68758 -0.51517 0.41507 0.36
H 3.40467 3.60725 4.56511 0.18
S 3.35528 3.21557 2.15622 0.43
H -4.10145 -1.63985 4.52277 0.24
H -2.63741 1.05548 2.96207 0.34
H -0.13440 -3.46568 -5.76011 0.45
H 3.51310 -4.15205 0.33703 0.43
O -3.05453 1.48192 -4.84987 -0.60
H -4.53961 0.11153 2.17705 0.26
H -0.53136 3.40387 4.67438 0.61
H -2.40167 -1.80166 -4.53579 -0.23
C 4.20996 -4.21527 -0.23082 -1.15
H -5.81936 -1.87668 3.90272 0.29
H 0.48604 -0.35682 3.90277 0.02
H -1.74994 0.33359 -5.76773 0.61
H -0.60940 -4.97681 -1.02351 0.48
H -3.80068 1.64737 0.63132 0.29
C -0.16175 -3.38575 -4.70976 0.50
H -1.29593 -4.71628 1.46387 0.27
H -2.50504 2.36997 -4.89757 0.32
O 6.47325 -2.86835 -0.52081 -0.68
H -1.98430 2.12593 -2.13161 0.26
H -4.22014 -2.42100 2.93688 0.14
H 3.21090 -1.31643 0.29078 0.10
H 2.85216 4.04063 -0.10635 0.25
H 0.71863 -2.44347 -3.10208 -0.19
H -0.26583 3.60789 2.09665 -0.36
H -4.30597 1.51696 -2.08358 0.47
C 2.30359 0.91954 -4.31413 -0.56
H -1.68445 -3.73846 -2.90412 0.23
H 2.06541 -0.04732 -2.31818 0.03
H -1.50353 0.46650 -3.98971 -0.19
C -4.38852 -0.17312 3.14930 -0.03
O -4.41935 1.54904 -0.09282 -0.58
S -2.31227 3.42610 3.13896 0.18
C -1.17327 2.72445 4.33500 -1.07
H -0.32671 -3.46420 -0.76808 0.23
O 0.83102 0.58689 1.15498 0.47
H -1.62573 4.32562 1.24487 0.36
H 2.11137 4.60689 3.62946 0.17
C -0.19527 0.80558 0.22050 0.32
C -3.71480 1.38017 -1.22490 0.09
O -2.87819 2.21403 2.35257 -0.50
H -1.30220 -0.31312 -1.13006 0.38
H 2.67273 1.53010 -2.24243 0.24
C 2.01131 0.85260 -2.81031 0.10
C 2.51918 1.24921 5.28660 -0.77
H -4.90305 0.54093 3.80624 0.17
O -3.03671 0.13041 3.28114 -0.58
C 4.29566 -1.41404 -0.05538 -0.70
H -1.15194 1.36250 0.64242 0.11
C -0.44308 -0.46796 -0.56159 -2.21
O 2.23115 2.21726 2.16914 -0.49
H 1.96647 1.94053 -4.77216 0.36
H 0.11452 -5.43409 -4.44163 0.32
C 1.30292 -0.87717 4.07165 -0.54
C 2.72889 4.43154 0.95106 -0.89
S 5.25024 -2.83827 0.44025 0.52
H -3.85083 -1.22091 -5.44527 0.34
H 1.77659 4.94690 1.00838 0.29
H 1.01667 1.24503 -2.75535 -0.03
H -2.42513 -3.44963 0.42025 0.22
C -3.15839 -0.90462 -4.55201 -0.40
H 1.64770 1.84035 5.26944 0.16
C -1.10471 4.19169 2.16190 -0.33
H -0.55488 2.01805 3.80891 -0.08
O 3.72741 0.73154 -4.45393 -0.55
H 1.42630 -1.93567 -4.24956 0.02
C -1.11499 -4.09530 -0.85070 -0.11
H 1.11841 1.44961 1.28129 -0.07
C -2.44306 2.30340 -1.31733 -0.67
H -1.85579 2.24650 4.92426 0.62
H -2.62902 3.37470 -1.47570 0.44
H 1.36958 -1.61291 3.07607 0.16
C -4.70106 -1.60041 3.59724 -0.92
H 1.82995 -3.59689 -4.06006 0.64
H 2.52190 0.71667 6.32587 0.36
C 3.03013 4.28639 3.61113 -0.81
O 3.77376 -0.95636 4.17659 -0.73
H -1.03741 -0.87493 0.09208 1.60
H -0.98472 -2.71335 -4.64258 -0.78
H 1.52605 0.27409 -4.99031 0.12
```

# 2
Entry from the Open Molecules 2025 dataset: 11 unconnected molecules or ions with the total composition C22H66O16 in a non-equilibrium geometry (ωB97M-V with the def2-TZVPD basis set).

SMILES: OCCO.OCCO.OCCO.OCCO.OCCO.CCO.CCO.CCO.CCO.CCO.CCO
relative energy (zero: lowest compared OMol25 entry of this formula, charge and spin): 84.9 kcal/mol
lowest unoccupied orbital energy: 0.1 eV

```
104
Properties=species:S:1:pos:R:3:mulliken_charge:R:1
H 1.41524 1.38595 -5.53458 0.28
H 3.66925 0.01425 2.81183 0.24
H 3.16858 1.97182 -0.65555 0.11
C 1.46919 -0.70626 -1.96926 0.06
H 1.36875 0.45869 4.90093 0.20
H 1.59865 -2.42839 4.02269 0.13
H 1.28043 3.57294 -0.87493 -0.21
O 1.82295 -0.56994 -3.33061 -0.64
C -2.98601 2.12377 -2.77311 0.34
H -1.23991 -1.72308 -2.49947 0.03
H -0.16619 0.01647 -1.16849 -0.47
H 2.17897 -4.44213 4.36713 0.34
H 2.78146 4.24300 -1.60344 0.29
C -1.73836 -1.47584 -4.45519 -0.11
H -0.66850 -2.02411 0.65477 0.40
H -3.68460 -0.39642 5.11978 0.33
H 0.27183 0.43415 -4.67159 -0.18
H -4.17642 1.57194 3.42552 0.34
H 2.92603 4.97717 0.84179 0.32
O -0.20148 2.45402 -4.94819 -0.63
H -1.43498 2.88378 0.64745 -0.08
H 0.80162 0.09450 7.48427 0.36
H 1.52054 -2.10356 -0.35779 0.08
H 1.17125 -0.68607 2.47450 -0.23
C -1.00567 4.91971 1.11260 -0.67
H -2.49665 3.62342 -1.26595 0.15
C 3.14570 2.87307 -0.02894 -1.31
C 3.46686 -1.93176 3.16947 -0.24
H 1.69040 -2.84565 -1.99584 0.18
O 2.99365 -3.93469 4.38863 -0.54
O 0.36524 -6.80172 -1.33311 -0.58
H 2.80819 2.50103 0.94271 0.39
O -0.95115 1.24893 7.21364 -0.52
H 0.86064 1.00980 0.76585 -0.47
C 0.49411 -5.39403 -1.39038 -0.65
C -0.81116 -4.63679 -1.46498 0.70
H -0.17088 1.27044 4.89402 0.17
C -2.43209 3.47399 -2.34506 -0.77
H 2.22590 0.77901 -3.24981 0.50
H -1.24316 0.82776 8.02379 0.30
H 2.75651 -2.01507 5.23335 0.23
H -3.60128 -2.43678 -3.88152 0.29
H 1.51212 -0.55154 0.29057 0.52
C -0.87639 3.42844 1.41680 0.19
H -0.56285 -3.57304 -1.48026 -0.29
H 3.37358 -2.50969 2.25024 0.12
H -1.93654 1.96908 -4.37430 0.24
H 0.27970 -7.17564 -2.21018 0.35
C -2.89342 -2.44302 -4.72131 -0.75
O -2.39650 -3.74105 -4.88694 -0.58
H -0.47178 5.09608 0.16855 0.21
H -2.05490 5.16100 0.93763 0.44
H 3.77371 -1.76018 -2.03129 0.38
O -0.41330 5.75016 2.07932 -0.60
H -1.03074 -1.53878 -5.28337 0.35
H 4.51777 -1.80984 3.43141 0.45
H -1.33216 3.15266 2.36938 0.33
H 0.37149 -0.79694 -1.92545 -0.04
H 1.77489 0.16835 -1.39615 0.35
C 0.73834 1.41593 -4.67225 -0.13
O -4.27844 0.88237 2.76120 -0.57
H -2.08487 -3.98845 -3.99899 0.42
C 0.38162 0.90188 6.88234 -0.49
H 1.31848 -1.19865 -3.85697 0.46
H 0.29645 3.27368 -5.02396 0.35
H 1.05385 1.88087 -2.53991 -0.33
H -2.63111 -1.57699 4.31004 0.27
O -0.96838 -2.03131 -3.36899 -0.26
H -1.73000 -5.91913 -2.62617 0.27
C -3.49566 -0.91394 4.18062 -1.15
H 4.18895 3.16264 0.12509 0.50
H 1.04481 -4.92329 -0.57412 0.28
H -4.02650 1.97170 -2.49218 0.46
C 2.28496 3.94519 -0.67685 0.48
H -0.18393 -0.42161 5.24901 0.12
C 1.60903 1.66012 -3.45458 -0.31
C 0.63093 -0.06111 0.71874 0.16
O 2.94865 -0.60214 2.94735 -0.42
O 2.15426 5.01993 0.27300 -0.53
H 1.10763 -5.21635 -2.28551 0.34
H -1.33644 -4.75059 -0.50716 0.16
H -3.00668 4.28173 -2.80431 0.35
H -4.33562 -1.57974 3.98046 0.32
C 0.40190 0.48579 5.39876 -0.39
O -2.89396 1.99935 -4.20206 -0.59
H -3.12608 -0.67374 2.09283 0.02
C -0.55201 -0.30204 -0.19453 0.19
H -2.23160 0.47388 3.03523 -0.09
O -0.78771 -1.70029 -0.24990 -0.40
O 0.32667 -0.60740 1.99199 -0.21
H -3.50785 -2.10468 -5.55948 0.42
O 3.38106 -2.06317 -1.20406 -0.60
O -1.72475 -4.96531 -2.48751 -0.53
C -3.19936 -0.03213 2.97329 0.54
C 1.96514 -2.00448 -1.34931 -0.55
H 0.53033 5.79410 1.89578 0.32
H -2.07586 -0.47127 -4.19828 0.15
C 2.65071 -2.56586 4.29668 -0.18
H -2.37415 1.34578 -2.29670 -0.37
H 0.96868 1.81560 7.00298 0.26
H -1.43318 3.54272 -2.77454 0.13
H 0.15575 3.07603 1.39068 -0.14
H -1.40127 0.30284 0.13056 0.53
H 2.36912 2.43813 -3.56991 0.60
```